<w>
C5H9N3O | ωB97M-V with the def2-TZVPD basis set

Computed properties:
* HOMO: -8.177 eV
* total charge: 0
* E_LUMO: 0.88 eV

The geometry in XYZ format:
```
18
Properties=species:S:1:pos:R:3:nbo_charge:R:1
O 0.28842 -0.70013 0.78811 -0.524
N 1.90147 1.64108 0.98296 -0.811
N -0.61636 -1.41070 -1.45887 -0.189
N -1.65543 -1.19130 -0.73419 -0.411
C 1.23026 -0.25636 -0.08117 0.032
C -0.55863 0.30916 0.50182 -0.022
C -1.91479 -0.36238 0.52532 -0.241
C 0.76811 1.17533 0.14547 -0.022
C 0.59137 -0.91131 -1.37462 -0.100
H 0.68602 1.85361 -0.69288 0.198
H 2.27149 -0.35409 0.01482 0.202
H -0.58415 0.18112 -0.59333 0.198
H 1.64275 2.39907 1.53100 0.354
H 1.34014 -1.13022 -2.10491 0.187
H -2.81667 0.27026 0.30449 0.207
H 2.17202 0.79028 1.75953 0.350
H -2.61500 -1.57957 -1.06160 0.378
H -2.13101 -0.72385 1.54809 0.213
```

<x>
C5H9N3O | ωB97M-V with the def2-TZVPD basis set

Computed properties:
* HOMO: -8.599 eV
* SMILES string: CC1=N[C@@H](O)N(C)N=C1
* total charge: 0
* E_LUMO: 0.55 eV

The geometry in XYZ format:
```
18
Properties=species:S:1:pos:R:3:nbo_charge:R:1
O 1.16216 -1.97412 -0.45617 -0.686
N 0.44940 1.30135 -0.40023 -0.152
N -0.70640 -1.04177 0.65120 -0.447
N 1.24971 0.37928 0.08956 -0.257
C -2.91792 -0.20305 -0.03522 -0.655
C 0.79317 -0.96484 0.46188 0.342
C 2.60903 0.66819 0.20146 -0.428
C -1.41855 -0.10221 0.09882 0.218
C -0.81861 1.06111 -0.43885 -0.138
H 0.65432 -1.69871 -1.20336 0.460
H 2.88314 0.67615 1.35776 0.209
H 2.72680 1.74742 -0.17485 0.237
H -3.19502 -0.01572 -1.12812 0.233
H -3.10141 -1.17972 0.35942 0.241
H 1.38103 -1.21269 1.32559 0.168
H -3.46207 0.57314 0.64660 0.231
H 3.15493 -0.02777 -0.55996 0.221
H -1.44372 2.01397 -0.79552 0.203
```

Which structure wins on stability? <x> wins.

<w>
C5H9N3O | ωB97M-V with the def2-TZVPD basis set

Computed properties:
* HOMO: -7.489 eV
* SMILES string: CNc1[nH]cc(O)c1N
* total charge: 0
* E_LUMO: 0.87 eV

The geometry in XYZ format:
```
18
Properties=species:S:1:pos:R:3:nbo_charge:R:1
O -1.65984 -1.15820 -2.34663 -0.665
N 0.51518 -2.04281 -0.32983 -0.854
N 1.45589 0.48769 0.97764 -0.626
N -0.33890 1.47443 -0.41174 -0.512
C -1.28146 1.05383 -1.34007 -0.197
C -1.13935 -0.30182 -1.44641 0.218
C 0.38181 0.42379 0.05660 0.296
C -0.04466 -0.70250 -0.60241 -0.038
C 1.07149 0.70044 2.34392 -0.409
H -0.23321 2.41442 -0.08244 0.411
H -2.35039 -0.70382 -2.82597 0.477
H 0.86665 -2.55170 -1.18865 0.365
H 0.19203 0.02817 2.63519 0.175
H -0.19646 -2.72960 -0.06226 0.365
H 1.93245 -0.40125 0.86868 0.392
H 0.87017 1.76129 2.52833 0.188
H 1.92850 0.47028 2.99719 0.204
H -1.96991 1.77736 -1.77115 0.209
```

<x>
C5H9N3O | ωB97M-V with the def2-TZVPD basis set

Computed properties:
* HOMO: -9.177 eV
* SMILES string: N[C@]12CNCC1=NOC2
* total charge: 0
* E_LUMO: 0.55 eV

The geometry in XYZ format:
```
18
Properties=species:S:1:pos:R:3:nbo_charge:R:1
O 2.11374 -0.70246 -0.29653 -0.392
N 1.04306 -1.42222 0.43230 -0.073
N -2.07573 -0.27439 -0.56492 -0.605
N 0.11557 1.69829 1.22114 -0.814
C 1.55922 0.59112 -0.72643 -0.126
C 0.23243 0.74079 -0.05119 0.018
C 0.01202 -0.63157 0.34968 0.176
C -1.47633 -1.12562 0.49437 -0.301
C -1.18068 0.72577 -0.90754 -0.174
H 0.68694 1.09797 2.10507 0.354
H -2.03565 -1.42032 1.40160 0.244
H 1.27824 0.62406 -1.73541 0.199
H -0.51422 0.41186 -2.00621 0.125
H -0.81101 1.68634 1.61953 0.354
H 2.12627 1.41935 -0.37926 0.216
H -1.67825 -2.21442 0.09681 0.224
H -1.53896 1.71138 -1.06128 0.209
H -2.88354 0.48874 -0.24157 0.366
```

<y>
C5H9N3O | ωB97M-V with the def2-TZVPD basis set

Computed properties:
* HOMO: -9.489 eV
* SMILES string: [H]/N=C(\N)[C@@]1(C(C)=O)CN1
* total charge: 0
* E_LUMO: 0.88 eV

The geometry in XYZ format:
```
18
Properties=species:S:1:pos:R:3:nbo_charge:R:1
O 1.05605 1.50887 1.13785 -0.558
N -2.10690 -0.93055 -0.11979 -0.744
N 0.44666 -1.05181 -1.30004 -0.581
N -1.20108 -0.03995 1.88285 -0.826
C -1.17525 -0.43722 0.58057 0.458
C 0.79198 1.05406 0.04765 0.621
C 1.02985 1.76016 -1.24895 -0.723
C 0.18433 -0.31721 -0.10179 -0.115
C 1.01398 -1.53896 0.00992 -0.220
H -3.00690 -0.98208 0.34980 0.339
H -2.09815 0.13034 2.31179 0.387
H 2.08114 -1.42389 0.14404 0.203
H 0.07202 1.88647 -1.75334 0.243
H -0.42341 0.50693 2.22583 0.422
H 1.64401 1.12482 -1.89098 0.259
H -0.38996 -1.53133 -1.62112 0.394
H 0.58533 -2.44310 0.42707 0.211
H 1.49630 2.72446 -1.08136 0.230
```

Which structure wins on stability? <y> wins.

<w>
H4NS | ωB97M-V with the def2-TZVPD basis set

Computed properties:
* HOMO: -2.602 eV
* total charge: -1
* E_LUMO: 4.79 eV

The geometry in XYZ format:
```
6
Properties=species:S:1:pos:R:3:nbo_charge:R:1
S 0.60534 -0.91691 0.45509 -1.067
N -1.14889 1.73892 -0.90903 -1.104
H 0.75142 -1.28274 1.73509 0.088
H -0.43382 2.34526 -1.29464 0.333
H -0.68064 1.07822 -0.28584 0.412
H -1.45098 1.17147 -1.68898 0.338
```

<x>
H4NS | ωB97M-V with the def2-TZVPD basis set

Computed properties:
* HOMO: -2.523 eV
* total charge: -1
* E_LUMO: 4.85 eV

The geometry in XYZ format:
```
6
Properties=species:S:1:pos:R:3:nbo_charge:R:1
S -0.75127 -0.88209 1.84498 -1.067
N 0.77784 0.17442 -1.07598 -1.097
H -1.15894 0.14498 2.60339 0.086
H 0.52981 -0.12018 -2.01420 0.324
H 0.36970 1.09113 -0.92785 0.346
H 0.23285 -0.40827 -0.43033 0.408
```

Which structure wins on stability? <w> wins.

<w>
C5H5NO2S | ωB97M-V with the def2-TZVPD basis set

Computed properties:
* HOMO: -9.579 eV
* SMILES string: NOC(=O)c1cccs1
* total charge: 0
* E_LUMO: 0.03 eV

The geometry in XYZ format:
```
14
Properties=species:S:1:pos:R:3:nbo_charge:R:1
S -0.86502 1.44306 0.06129 0.504
O 1.76900 -1.53396 -0.06519 -0.566
O 1.85202 0.76977 -0.12748 -0.472
N 3.33942 1.01796 -0.03894 -0.456
C -2.50714 0.91962 -0.15361 -0.374
C -2.60081 -0.43460 0.02848 -0.257
C -1.32574 -1.10528 0.11065 -0.179
C -0.29505 -0.18567 0.09410 -0.373
C 1.14977 -0.49352 0.01295 0.772
H -3.49628 -0.88263 0.02562 0.217
H 3.62439 0.66004 0.89235 0.342
H -1.12417 -2.20406 0.16655 0.250
H 3.64777 0.28016 -0.71354 0.350
H -3.16818 1.74912 -0.29323 0.242
```

<x>
C5H5NO2S | ωB97M-V with the def2-TZVPD basis set

Computed properties:
* HOMO: -9.644 eV
* total charge: 0
* E_LUMO: 0.31 eV

The geometry in XYZ format:
```
14
Properties=species:S:1:pos:R:3:nbo_charge:R:1
S 0.42303 -1.67542 1.38528 1.279
O 1.10604 -1.08490 2.57904 -0.928
O -2.31998 2.68391 -2.14049 -0.521
N -0.68310 1.46352 -0.94626 -0.540
C 2.29922 -1.63028 -0.79272 -0.101
C -1.60138 2.06464 -1.44084 0.851
C -0.24773 0.88093 0.29038 -0.257
C -0.82706 -0.43373 0.57851 -0.554
C 1.45707 -1.43109 0.05256 -0.392
H 2.90630 -1.65271 -1.62004 0.233
H -0.51848 1.66464 1.04131 0.229
H -1.75937 -0.42664 1.19367 0.232
H 0.79686 0.64083 0.08595 0.238
H -1.03142 -1.06369 -0.26634 0.231
```

<y>
C5H5NO2S | ωB97M-V with the def2-TZVPD basis set

Computed properties:
* HOMO (alpha / beta): -8.482 / -8.081 eV
* total charge: 0
* E_LUMO (alpha / beta): -1.03 / -0.87 eV

The geometry in XYZ format:
```
14
Properties=species:S:1:pos:R:3:nbo_charge:R:1
S -1.99685 0.74781 -1.11630 1.249
O -2.32569 2.06724 -1.53934 -0.886
O -1.51374 -1.77172 -0.34566 -0.559
N -0.48482 0.85919 -0.27445 -0.498
C 0.51263 -2.50405 0.80243 -0.090
C 0.17860 -0.19713 0.24683 -0.119
C -0.39933 -1.47218 0.10200 0.385
C 0.17810 2.18701 -0.30387 -0.403
C 1.49993 -3.13208 1.11641 -0.214
H 1.18448 1.88440 0.09615 0.215
H 2.22516 -3.80071 1.44074 0.230
H 0.09906 2.52029 -1.33335 0.236
H -0.29321 2.82866 0.35466 0.218
H 1.13569 -0.21674 0.75375 0.236
```

<z>
C5H5NO2S | ωB97M-V with the def2-TZVPD basis set

Computed properties:
* HOMO (alpha / beta): -6.864 / -6.498 eV
* total charge: 0
* E_LUMO (alpha / beta): 0.82 / -0.47 eV

The geometry in XYZ format:
```
14
Properties=species:S:1:pos:R:3:nbo_charge:R:1
S 0.90315 2.43726 0.82396 0.412
O -0.34468 -3.47862 -0.35088 -0.669
O 0.51142 -1.48363 0.29741 -0.440
N -0.75076 0.80962 -0.40091 -0.469
C 0.71708 -2.78278 0.15178 0.410
C 0.33203 0.82538 0.38347 -0.044
C -1.08055 2.06047 -0.66218 -0.004
C -0.25612 3.09142 -0.17320 -0.527
C 1.07397 -0.28522 0.72011 0.017
H 1.99250 -0.43255 1.33940 0.200
H -0.94028 -2.75021 -0.73932 0.503
H -2.09615 2.23973 -1.11506 0.205
H 1.57680 -3.43958 0.53386 0.172
H -0.15919 4.08039 -0.42161 0.233
```

Which structure wins on stability? <w> wins.